Entry 1:
DFT (the ωB97M-V functional and the def2-TZVPD basis) results for 2 unconnected molecules or ions with the total composition C5H8O2.

## Properties
**Energy relative to the best compared isomer or geometry (same formula, charge and spin)**: 193.9 kcal per mole
**Highest occupied orbital energy**: -8.1 eV
**Orbital gap**: 0.1545 hartree
**LUMO**: -3.923 eV

The geometry in ORCA input format:
```
! wB97M-V def2-TZVPD RIJCOSX def2/J DEFGRID3
* xyz 0 1
H -3.358 -0.171 0.601
C -2.289 -0.152 0.351
H -0.150 1.399 -0.648
C 1.812 0.942 -0.253
H 0.953 -1.036 -0.314
C 0.879 1.524 -1.006
O -1.764 0.962 0.184
H -0.629 -1.466 -0.019
C -1.665 -1.404 0.265
C 1.500 -0.415 0.413
H 0.615 -0.116 1.104
H 2.859 1.207 -0.222
H -2.255 -2.283 0.490
O 2.462 -0.960 1.035
H 1.030 1.969 -1.982
*
```



Entry 2:
DFT (the ωB97M-V functional and the def2-TZVPD basis) results for a molecular structure, C5H8O2.

## Properties
**Energy relative to the best compared isomer or geometry (same formula, charge and spin)**: 93.7 kcal per mole
**Highest occupied orbital energy**: -8.9 eV
**Orbital gap**: 0.3562 hartree
**LUMO**: 0.764 eV

The geometry in ORCA input format:
```
! wB97M-V def2-TZVPD RIJCOSX def2/J DEFGRID3
* xyz 0 1
O -3.499 -1.173 0.282
C 0.673 0.489 -0.266
H 0.796 0.727 -1.324
C -2.499 -0.540 0.185
C 1.876 -0.310 0.219
H 1.976 -1.249 -0.318
C -1.605 0.421 0.346
H -0.306 -1.495 0.036
H 2.789 0.253 0.023
H -1.754 1.413 -0.053
H -0.801 -0.775 -1.545
C -0.675 -0.609 -0.475
H 0.604 1.630 1.283
H 1.772 -0.526 1.281
O 0.652 1.744 0.324
*
```